Entry 1:
The following is a quantum chemistry calculation of a cluster of 3 separate species, C27H29BBr2ClF9O10S in total at a distorted geometry, from the OMol25 dataset.

XYZ file:
```
80
Properties=species:S:1:pos:R:3:forces:R:3
H 7.765 1.670 3.387 -0.095 -0.123 0.005
C 1.477 -0.643 0.489 0.711 -0.035 0.087
C -2.145 -1.297 0.464 0.087 -0.142 0.213
F -0.357 -4.557 4.832 0.145 -0.014 0.043
C -5.189 -1.537 -1.006 0.253 0.031 0.096
C -0.228 -1.309 -1.213 0.074 0.708 -0.012
F -0.127 -2.644 3.014 0.020 -0.169 -0.321
C 0.523 -0.160 -0.506 -0.613 -0.784 0.568
O 6.947 0.505 1.952 0.005 -0.094 0.029
F -0.136 9.391 -2.587 -0.033 0.047 -0.002
O -1.580 7.424 -1.458 -0.081 0.091 -0.010
H -3.321 -3.039 1.011 0.178 -0.083 -0.072
H 3.023 -1.271 2.013 0.027 -0.145 0.001
F 6.138 -1.490 -0.779 0.006 0.013 -0.061
C -7.860 -1.622 -0.379 -0.342 0.070 0.048
H -5.245 -3.671 -1.004 -0.021 -0.069 -0.058
H -7.775 0.525 -0.395 -0.105 0.007 -0.004
H 2.485 -2.871 -4.052 -0.035 -0.138 -0.105
O -3.257 -2.174 -2.207 0.317 -0.324 0.010
O 7.754 0.573 -0.154 0.039 -0.012 -0.119
H 6.855 2.986 0.774 0.075 0.014 -0.004
C 2.209 -2.545 -1.919 -0.015 -0.025 -0.054
H 3.965 -2.949 -3.117 0.071 -0.120 -0.009
C -0.418 7.235 -1.659 0.022 -0.155 0.049
C -5.820 -2.766 -0.871 0.039 0.011 -0.132
O 0.029 1.554 1.462 -0.210 -0.339 0.173
C -7.231 -0.398 -0.532 0.060 0.203 0.006
H -0.959 -0.854 -1.888 0.021 0.053 -0.061
C -1.241 4.291 -2.152 -0.070 0.253 -0.308
Br -1.417 -4.823 1.999 0.111 -0.068 -0.112
H 5.922 2.950 2.268 0.030 0.030 0.073
O -1.440 1.686 -0.465 -0.381 -0.794 -0.112
H -2.133 -1.287 3.253 0.081 0.054 -0.029
F 5.059 -1.108 1.053 0.192 -0.023 -0.045
C 7.091 0.082 0.708 0.024 0.091 0.129
S -0.697 0.870 0.441 0.934 1.690 0.332
H -1.994 4.946 -2.590 -0.005 0.040 0.082
Br -1.426 -2.346 5.887 0.063 0.096 0.035
O -1.619 -0.182 1.213 0.162 -0.203 -0.627
Cl 1.278 0.936 -1.670 0.095 0.125 -0.095
O -0.010 -2.875 -3.148 -0.638 -0.065 0.846
O 0.255 6.112 -1.498 0.074 0.040 0.043
C -7.164 -2.805 -0.552 0.005 -0.098 0.098
C -5.884 -0.349 -0.837 0.204 -0.058 0.109
H -1.181 5.289 -0.233 -0.017 0.156 -0.065
C 6.281 -1.214 0.510 -0.088 -0.063 -0.064
C 0.543 8.349 -2.123 -0.013 0.026 -0.063
H -7.662 -3.755 -0.422 -0.045 -0.051 -0.009
H -8.908 -1.644 -0.116 -0.054 -0.046 -0.012
C 2.909 -3.217 -3.112 0.055 0.235 0.328
C -1.011 -2.089 -0.152 0.044 -0.525 -0.665
C 2.322 -1.017 1.258 -0.903 0.365 -0.238
H 7.457 3.834 2.204 0.018 -0.006 0.021
B 0.672 -2.273 -2.112 0.251 -0.125 -0.240
C 7.675 1.702 2.303 0.181 0.364 0.190
H -0.329 -2.466 0.607 -0.106 0.113 0.222
H 0.231 4.303 -0.585 0.109 0.086 -0.052
H -5.353 0.587 -0.937 -0.060 0.098 0.027
H 2.372 -3.116 -0.999 0.025 0.018 0.063
C -1.348 -3.247 3.127 -0.127 0.412 0.645
H 8.677 1.657 1.880 -0.051 -0.083 -0.125
H -3.300 -2.566 3.487 -0.082 0.027 -0.029
H -1.729 3.397 -1.775 0.033 0.030 -0.030
H -0.549 4.007 -2.946 0.038 -0.076 0.064
H 0.107 -3.829 -3.161 0.429 0.004 -0.583
C -0.504 4.973 -1.025 -0.138 -0.446 0.162
F 1.363 7.919 -3.087 0.034 -0.001 -0.035
C -3.735 -1.540 -1.317 -0.285 0.067 -0.244
H -3.921 -1.491 1.537 -0.046 -0.033 0.081
H 2.848 -4.303 -3.050 -0.086 -0.068 -0.172
C -2.467 -2.243 2.860 -0.158 -0.620 -0.036
C -3.012 -2.091 1.446 -0.080 0.759 0.158
O -2.985 -0.705 -0.520 -0.114 0.008 0.118
F 1.294 8.761 -1.092 0.035 0.008 0.049
H 2.695 -1.586 -1.718 -0.029 0.043 0.079
C 6.933 2.943 1.860 -0.167 -0.107 -0.153
C -1.410 -3.774 4.588 0.011 -0.171 -0.147
F -2.514 -4.515 4.762 -0.146 0.034 0.017
H -1.464 -2.962 -0.625 0.009 -0.003 -0.042
F 6.905 -2.243 1.095 0.041 -0.014 0.057
```
Forces are in eV/Å.

Properties
* HOMO: -10.0 eV
* multiplicity: 1
* total charge: 0
* SMILES: C#C[C@@]1(Cl)[C@@H](B(O)CC)C[C@](CC[C@](F)(Br)C(F)(F)Br)(OC(=O)c2ccccc2)OS1(=O)=O.CCOC(=O)C(F)(F)F.CCOC(=O)C(F)(F)F
* gap between HOMO and LUMO: 10.0 eV

Entry 2:
The following is a quantum chemistry calculation of a structure of composition C20H36B2Br3ClI3N2O9P2 at a distorted geometry, from the OMol25 dataset.

XYZ file:
```
78
Properties=species:S:1:pos:R:3:forces:R:3
H 2.089 2.176 -1.135 -0.044 -0.022 0.522
H -1.618 -0.347 -2.155 0.399 0.430 -0.091
Br 2.025 7.839 -3.374 -0.067 -0.056 -0.033
C -4.065 -1.129 -1.090 -0.354 0.424 0.299
I 3.798 -1.066 2.926 -0.280 -0.134 0.005
O 1.989 0.456 4.526 -0.384 -1.661 -1.519
H -6.311 -2.174 1.078 0.203 -0.152 0.162
C -0.371 0.161 -0.393 1.312 -0.646 -1.355
H 3.279 -4.898 -0.336 0.170 -0.214 0.110
H 2.972 -1.058 -3.126 -0.429 -0.178 -0.100
H -3.478 0.864 -1.264 0.500 0.528 0.085
Br 1.754 4.162 -3.419 0.013 0.074 0.030
C 1.000 6.658 -2.220 0.188 0.249 -0.066
I -1.792 3.246 -0.888 -0.106 0.152 0.120
H 4.923 -2.229 -3.504 -0.013 -0.353 -0.221
P 0.985 1.938 1.501 0.431 1.698 -0.952
C 0.459 -0.836 3.234 0.966 -0.406 -0.246
H 0.819 7.226 -1.311 0.007 -0.064 0.047
P -2.002 -1.466 2.000 -1.488 0.901 0.124
H 5.282 -2.247 -1.807 0.123 -0.068 0.114
H 1.278 4.855 -1.089 -0.007 -0.005 -0.014
H -0.174 -0.377 3.979 -0.020 0.354 -0.032
H 0.433 -1.888 3.521 0.147 -0.165 -0.184
H 3.573 -0.918 -1.471 -0.272 0.377 0.003
C 3.277 -1.619 -2.244 1.215 -0.287 0.588
Br -2.279 -2.353 4.065 0.428 -0.267 -0.265
C 2.245 -3.591 1.041 -0.320 -1.541 -0.009
N 0.403 -1.669 0.872 1.558 1.185 -0.471
H 0.506 -2.762 -3.277 0.072 0.156 -0.313
C 2.284 -4.810 0.086 0.031 0.622 -0.377
C 0.390 -1.185 -0.318 -0.550 0.799 0.089
O -0.040 1.276 -2.723 -0.669 -1.000 0.346
H 2.382 1.110 -2.276 0.012 0.119 -0.154
H 1.614 -4.662 -0.756 -0.071 -0.002 -0.105
C -1.676 -0.407 -1.075 -0.902 -0.042 0.675
H -3.675 4.086 0.963 0.022 0.001 -0.100
C 0.803 -3.073 1.153 -0.538 -0.481 -0.115
H -6.557 -1.682 -0.572 0.024 0.135 -0.204
H 2.013 -5.724 0.596 -0.057 -0.108 0.067
H 3.069 1.967 1.173 0.185 -0.031 -0.206
O 0.727 2.420 2.993 -0.063 -0.911 -0.078
C -3.287 3.355 1.663 -0.033 0.348 -0.371
C -0.177 -0.702 1.831 -0.394 -1.602 1.920
C -2.184 2.542 1.050 0.243 0.009 -0.108
Cl 2.651 -4.346 2.645 0.250 0.503 0.035
O 2.228 -2.441 -1.692 -0.365 0.564 0.122
H 0.203 -3.648 0.454 -0.011 0.047 -0.204
H -1.710 -1.487 -0.916 0.201 -0.085 0.224
C 4.510 -2.482 -2.534 -0.122 0.463 0.286
B 0.536 0.887 -1.533 -0.412 2.290 -0.236
H 0.392 -3.395 2.100 -0.031 0.409 0.273
H -3.594 -1.848 -1.760 0.116 -0.173 0.121
C -5.936 -1.511 0.306 -0.130 0.043 0.346
I -2.210 1.316 3.688 0.204 0.022 -0.348
O -1.876 -2.818 1.081 0.335 0.060 0.524
H -3.309 0.170 0.359 0.284 0.271 0.112
H 0.057 6.468 -2.722 -0.014 -0.053 0.022
C -0.358 0.702 1.102 0.424 -1.205 0.967
H 3.003 -2.890 0.735 -0.037 0.407 0.345
H -6.049 -0.489 0.672 -0.152 0.165 -0.134
O 2.428 1.292 1.424 -0.487 -0.763 0.658
B 0.956 -1.934 -1.625 0.613 -0.744 -0.142
H -4.919 -0.722 -1.630 -0.015 0.109 -0.179
H -4.122 2.727 1.958 -0.045 -0.137 0.276
H -2.898 3.913 2.510 -0.081 -0.047 0.298
H 1.361 3.135 3.141 -0.056 0.188 0.384
C 1.881 -0.363 3.637 0.283 2.111 1.799
H 0.052 2.234 -2.804 0.568 -0.005 -0.589
O 0.126 -2.124 -2.662 -0.663 0.009 0.206
C 1.758 5.398 -1.904 -0.231 -0.178 0.178
H 4.283 -3.536 -2.420 -0.059 -0.139 -0.373
O -4.575 -1.794 0.062 0.287 -0.560 -0.231
H -2.645 -3.361 1.308 -0.169 -0.118 -0.352
N 1.950 1.195 -1.362 0.177 -0.610 -0.200
H 2.797 5.581 -1.654 0.010 0.047 -0.072
C -3.101 0.027 -0.693 -0.964 -1.035 -0.671
O 0.977 3.135 0.637 -0.183 -0.072 -0.584
C -1.532 1.548 1.666 -0.711 0.048 -0.476
```
Forces are in eV/Å.

Properties
* HOMO: -11.4 eV
* multiplicity: 1
* total charge: +1
* gap between HOMO and LUMO: 7.8 eV

Entry 3:
The following is a quantum chemistry calculation of a structure of composition C36H40Br2N9O4SSiZr at a distorted geometry, from the OMol25 dataset.

XYZ file:
```
94
Properties=species:S:1:pos:R:3:forces:R:3
H -26.415 -6.683 -10.101 -0.696 -0.155 -0.614
C -23.178 -0.579 -2.745 0.142 -0.036 -0.577
N -24.549 -2.218 -6.523 -0.243 0.131 1.182
Br -23.544 -9.035 -9.205 -0.158 -0.243 -0.280
H -25.229 -2.590 -7.157 -0.108 -0.230 -0.486
C -19.338 -4.492 -9.061 -0.438 -0.444 -0.241
C -24.267 -2.460 -11.445 -1.084 0.859 0.306
C -25.800 -3.909 -14.230 0.588 -0.282 -0.130
H -18.194 -7.070 -13.956 0.222 0.236 -0.509
C -25.514 -2.929 -10.895 2.365 0.695 -0.250
O -21.327 -6.523 -14.103 -0.843 -0.716 -1.015
S -20.909 -5.904 -12.912 0.820 -1.188 1.886
N -21.825 -5.997 -11.532 0.913 -0.755 0.046
H -20.422 -3.516 -0.852 -0.446 0.204 0.134
C -23.453 -2.732 -3.745 0.562 -0.505 1.100
H -22.545 -0.408 -5.855 0.147 0.060 0.018
O -21.409 -6.761 -9.317 -0.500 0.251 -1.058
H -27.029 -2.557 -9.476 0.695 0.198 0.001
C -19.166 -8.292 -10.325 2.613 -0.254 -1.352
H -23.584 -0.744 -13.840 0.162 0.303 -0.289
C -25.271 -1.312 -5.719 0.490 -0.011 -0.280
H -16.709 -3.487 -10.782 -0.657 -0.221 0.110
H -20.402 -0.265 -7.229 -0.098 0.314 0.275
C -23.590 -9.233 -7.295 -0.207 0.738 -0.317
C -21.037 -1.704 -8.610 -0.455 -0.190 0.813
C -19.901 -7.373 -11.027 -1.106 -0.087 0.530
H -25.346 -0.073 -4.179 0.861 -0.994 -0.449
C -22.650 -3.302 -2.728 -0.096 0.984 -0.643
C -17.667 -3.808 -10.360 0.619 -0.466 1.340
H -25.539 -7.239 -8.665 -0.507 0.740 -0.438
C -24.353 -1.263 -14.408 0.231 -0.620 0.802
H -22.319 -4.641 -15.037 -0.144 -0.055 -0.039
C -23.844 -1.134 -11.124 -0.194 -1.234 0.025
H -22.977 -0.738 -11.640 -0.122 -0.006 0.081
H -26.124 -3.694 -15.235 -0.119 -0.074 -0.626
Zr -22.039 -3.839 -11.156 -0.756 1.735 0.196
H -25.947 -3.858 -11.195 -0.059 -0.418 -0.344
H -20.183 -1.551 -9.220 0.604 -0.108 -0.540
H -23.244 0.499 -2.805 -0.278 0.067 0.081
C -23.039 -2.714 -8.221 0.646 -0.444 -0.341
C -20.885 -1.883 -11.980 0.004 -0.907 0.599
H -22.909 -8.498 -6.890 0.167 -0.210 0.113
H -22.125 -2.953 -15.485 0.459 0.337 0.272
H -23.318 -3.851 -16.235 -0.758 -0.403 -1.048
C -25.888 -6.344 -9.241 0.580 -0.113 1.740
Si -24.137 -3.080 -14.063 0.656 -0.242 -0.246
H -19.121 -3.254 -11.858 0.862 0.173 0.156
H -19.910 -4.952 -8.269 -0.297 0.254 -0.215
C -24.687 -5.658 -9.656 -0.455 -0.368 0.369
C -17.997 -8.777 -10.987 -0.428 0.016 1.078
N -19.872 -4.077 -10.229 0.696 -0.291 0.330
H -23.347 -10.250 -7.110 0.287 -0.575 0.402
H -21.955 -4.035 -0.111 0.208 0.513 -0.228
N -24.727 -0.812 -4.579 -0.726 1.197 0.195
N -18.820 -3.679 -10.974 -1.373 0.130 -0.787
H -17.221 -4.622 -8.317 -0.905 0.198 -0.701
C -24.500 -0.391 -10.143 -0.282 -0.804 -0.306
C -22.177 -2.540 -1.657 -0.538 0.291 -1.585
C -23.779 -1.386 -3.711 0.193 -0.339 0.334
C -21.423 -3.161 -0.536 0.497 -0.165 0.548
C -17.975 -4.376 -9.093 2.221 0.528 -0.222
C -22.848 -3.731 -15.294 -0.183 0.311 1.219
C -21.155 -6.757 -10.504 0.426 0.847 -0.067
N -23.726 -5.119 -9.937 0.869 0.791 -0.290
H -24.165 0.613 -9.960 0.020 0.256 0.282
H -25.772 -4.991 -14.103 -0.033 -0.038 0.026
C -18.423 -7.371 -12.961 -0.873 -0.658 1.800
H -25.311 -0.916 -14.064 -0.489 0.282 0.083
H -22.299 -4.312 -2.869 -0.321 -0.376 0.267
H -23.844 -3.389 -4.496 -0.143 -0.089 -0.293
O -26.365 -0.991 -6.107 -1.011 0.300 -0.021
H -17.329 -9.494 -10.459 -0.635 0.598 -0.557
H -26.065 -0.356 -8.713 -0.244 -0.347 0.030
C -21.207 -0.943 -7.455 0.251 -0.152 -0.876
H -16.826 -8.685 -12.790 0.939 -0.516 -0.059
H -26.483 -5.688 -8.557 0.335 -0.546 -0.765
H -19.294 -8.518 -9.296 -0.677 -0.306 0.562
C -23.306 -2.008 -7.080 0.722 1.240 -0.163
H -21.290 -2.411 0.255 0.085 -0.363 -0.062
C -25.589 -0.952 -9.484 0.644 0.539 -0.323
H -24.254 -1.099 -15.462 0.110 0.327 -0.584
Br -25.317 -8.873 -6.532 -0.111 -0.057 0.099
H -26.567 -3.482 -13.615 -0.346 0.224 0.634
C -22.362 -1.036 -6.714 -0.420 -0.489 0.661
C -22.390 -1.151 -1.781 0.476 -0.790 1.175
H -23.797 -3.379 -8.537 -0.450 -0.660 -0.441
C -17.659 -8.317 -12.251 -0.752 0.590 -0.670
N -19.946 -1.335 -12.376 -0.043 0.361 -0.145
N -23.541 -3.243 -12.377 0.220 -0.515 -0.524
C -26.059 -2.210 -9.883 -2.128 0.645 0.917
H -21.885 -0.535 -1.051 -0.143 0.277 0.077
C -19.559 -6.946 -12.279 0.274 1.129 -1.388
O -20.756 -4.439 -13.041 0.033 0.082 0.872
N -21.934 -2.625 -8.974 -0.836 0.108 -0.383
```
Forces are in eV/Å.

Properties
* HOMO: -10.7 eV
* multiplicity: 1
* total charge: +1
* energy relative to the best compared isomer or geometry (same formula, charge and spin): 12.9 kcal per mole
* gap between HOMO and LUMO: 7.9 eV